{"formula": "C42H82BrN5O8", "method": "the ωB97M-V functional and the def2-TZVPD basis", "species": ["C", "C", "C", "C", "C", "C", "O", "C", "C", "C", "C", "C", "O", "C", "C", "C", "Br", "O", "C", "C", "C", "C", "C", "C", "C", "C", "C", "C", "O", "C", "C", "C", "C", "C", "C", "N", "H", "H", "H", "H", "H", "H", "H", "H", "H", "H", "H", "H", "H", "H", "H", "H", "H", "H", "H", "H", "H", "H", "H", "H", "H", "H", "H", "H", "H", "H", "H", "H", "H", "H", "H", "H", "H", "H", "H", "H", "H", "H", "H", "H", "H", "H", "H", "H", "H", "H", "H", "H", "H", "H", "C", "N", "C", "C", "O", "H", "H", "H", "H", "H", "H", "H", "C", "N", "C", "C", "O", "H", "H", "H", "H", "H", "H", "H", "C", "N", "C", "C", "O", "H", "H", "H", "H", "H", "H", "H", "C", "N", "C", "C", "O", "H", "H", "H", "H", "H", "H", "H"], "positions_angstrom": [[1.216542, 1.686021, -2.014243], [1.844751, 0.392431, -2.567793], [2.739078, -0.360896, -1.572356], [2.133080, -1.639236, -0.980272], [1.217063, -1.369324, 0.239063], [-0.245561, -1.730657, -0.024989], [-0.624024, -1.181354, -1.282097], [-1.344284, -2.025141, -2.167320], [-2.517620, -1.212272, -2.750510], [-1.907505, -0.041791, -3.564487], [-2.632233, 0.490580, -4.801394], [-2.301144, 1.963091, -5.040044], [-1.049604, 2.053649, -5.758903], [-3.531716, -2.106108, -3.471341], [-3.158719, -2.931784, -4.727496], [-1.729566, -2.949998, -5.226766], [-4.325697, -2.401047, -6.241567], [-3.171861, -0.762644, -1.567750], [-4.139159, 0.271618, -1.682811], [-3.669624, 1.475153, -0.860041], [-3.612241, 2.813571, -1.603011], [-2.369583, 3.593055, -1.157570], [-2.203777, 4.986594, -1.778389], [-0.846172, 5.120331, -2.494256], [-0.274946, 6.553426, -2.534839], [0.801108, 6.798151, -1.453889], [2.163783, 7.190887, -2.050943], [2.975765, 5.963641, -2.475168], [4.159076, 5.905534, -1.710094], [4.857095, 4.697472, -1.901530], [-1.233209, -1.178785, 0.968441], [-1.144242, 0.102509, 1.518021], [-2.138654, 0.586313, 2.367586], [-3.214693, -0.258024, 2.654417], [-3.205685, -1.525691, 2.059844], [-2.263777, -1.989563, 1.244466], [1.571489, 2.566168, -2.549710], [0.131297, 1.686070, -2.117854], [1.429836, 1.826038, -0.955956], [2.454229, 0.666620, -3.426850], [1.066418, -0.259691, -2.951218], [3.655395, -0.620056, -2.100352], [3.014042, 0.316059, -0.763890], [1.610876, -2.207592, -1.747340], [2.980617, -2.240564, -0.648209], [1.321303, -0.316554, 0.477551], [1.596325, -1.943473, 1.084137], [-0.320275, -2.817438, -0.014964], [-0.646137, -2.300589, -2.953375], [-1.750729, -2.892521, -1.647450], [-0.922800, -0.373859, -3.885679], [-1.722443, 0.768481, -2.862596], [-3.713889, 0.376770, -4.748135], [-2.304645, -0.004177, -5.711411], [-3.046696, 2.440925, -5.670033], [-2.169939, 2.490456, -4.099246], [-0.384848, 2.414183, -5.171986], [-3.875949, -2.812569, -2.716214], [-4.408304, -1.513992, -3.713450], [-3.457147, -3.957944, -4.555152], [-1.309790, -1.972753, -5.432178], [-1.694279, -3.517494, -6.153848], [-1.114605, -3.503813, -4.521456], [-4.358371, 0.544988, -2.712933], [-5.071026, -0.108817, -1.260455], [-4.324265, 1.597927, 0.002837], [-2.693516, 1.230685, -0.447628], [-3.615711, 2.684734, -2.683893], [-4.484774, 3.422146, -1.361198], [-1.507824, 2.958383, -1.367121], [-2.439032, 3.667990, -0.071832], [-3.019475, 5.222602, -2.456663], [-2.186461, 5.712840, -0.966086], [-0.924035, 4.684700, -3.491642], [-0.142336, 4.497202, -1.944747], [0.139419, 6.724333, -3.523900], [-1.092790, 7.246278, -2.349612], [0.941322, 5.898804, -0.856505], [0.471767, 7.578523, -0.770616], [2.754938, 7.756957, -1.337016], [1.980483, 7.824346, -2.915419], [2.399306, 5.044577, -2.330302], [3.212761, 6.021785, -3.543792], [5.340638, 4.672193, -2.880610], [5.614768, 4.629483, -1.127038], [4.197843, 3.831998, -1.804123], [-0.319390, 0.745577, 1.259441], [-2.076531, 1.581657, 2.782019], [-4.023777, 0.042758, 3.300399], [-4.032017, -2.191570, 2.275567], [-3.359797, -4.749254, 3.676779], [-3.008876, -5.583780, 4.808727], [-2.923731, -4.986342, 6.133293], [-2.754677, -6.896439, 4.681428], [-2.448692, -7.635014, 5.600148], [-2.632080, -3.945088, 3.558549], [-4.348178, -4.309559, 3.830245], [-3.376395, -5.342412, 2.764940], [-1.925479, -5.120833, 6.541529], [-3.633064, -5.469286, 6.805934], [-3.142926, -3.924695, 6.076301], [-2.844171, -7.256354, 3.641679], [2.079173, 0.825081, 5.478407], [1.825195, 1.449430, 4.195344], [1.465915, 2.857280, 4.145866], [1.906246, 0.769524, 3.040792], [1.694374, 1.250549, 1.942799], [1.193697, 0.887804, 6.113576], [2.911202, 1.319627, 5.983470], [2.330505, -0.223202, 5.333288], [0.486246, 2.980543, 3.683063], [2.191699, 3.411853, 3.550901], [1.442175, 3.257830, 5.155830], [2.181816, -0.290293, 3.174013], [7.475289, -3.152905, -4.219458], [6.738069, -1.906313, -4.243326], [7.461615, -0.652305, -4.370884], [5.395620, -1.864035, -4.151229], [4.737498, -0.842531, -4.164789], [8.168587, -3.170148, -3.376109], [8.043589, -3.277781, -5.143338], [6.783854, -3.986773, -4.119786], [7.264141, -0.013087, -3.510099], [7.140085, -0.120242, -5.266396], [8.527204, -0.857201, -4.433675], [4.934783, -2.862376, -4.056884], [0.615665, -4.300049, 10.948395], [-0.247853, -4.320080, 9.785447], [-0.256456, -5.494818, 8.926335], [-1.048920, -3.286373, 9.470538], [-1.794420, -3.260422, 8.509912], [1.660225, -4.408123, 10.649465], [0.359331, -5.115687, 11.627144], [0.499355, -3.356447, 11.477234], [0.039391, -5.223464, 7.912749], [-1.256003, -5.927193, 8.881234], [0.438306, -6.232310, 9.318908], [-0.972440, -2.445780, 10.181472]], "atomic_forces_ev_per_a": [[-0.281, -0.142, -0.105], [0.159, 0.527, 0.047], [-0.183, -0.194, -0.485], [0.311, 0.292, 0.520], [0.043, 0.003, -0.735], [0.498, 0.490, 0.106], [0.167, -0.226, -0.256], [-0.172, 0.633, 0.286], [0.443, 0.142, 0.088], [-0.096, -0.399, -0.242], [-0.132, 0.670, 0.183], [0.896, -0.381, -0.453], [-0.280, -0.010, 0.038], [0.075, -0.363, -0.285], [-0.046, 0.327, 0.017], [-0.088, -0.423, -0.236], [0.021, -0.046, 0.031], [-0.318, -0.094, -0.306], [0.015, -0.053, 0.588], [-0.455, 0.229, -0.182], [0.245, 0.305, 0.406], [-0.650, -0.227, -0.251], [0.925, -0.209, 0.316], [-0.180, 0.035, 0.122], [-0.142, -0.720, 0.404], [0.247, 0.369, -0.236], [-0.374, -0.455, 0.067], [-0.036, 0.378, -0.266], [-0.044, -0.110, 0.191], [0.058, 0.084, 0.071], [-0.490, -0.154, 0.655], [-0.149, 0.218, -0.099], [-0.175, -0.942, -0.273], [0.738, -0.163, -0.541], [-0.317, 0.475, 0.327], [0.093, 0.206, 0.279], [0.126, 0.104, 0.016], [-0.067, -0.067, 0.034], [0.041, 0.031, 0.115], [0.092, -0.088, -0.107], [-0.089, -0.167, 0.048], [0.030, -0.057, 0.062], [0.108, 0.003, 0.155], [-0.034, -0.058, -0.140], [-0.048, -0.249, 0.028], [-0.145, 0.013, 0.191], [-0.226, -0.004, 0.243], [-0.289, -0.139, -0.193], [-0.095, -0.364, -0.140], [0.088, -0.151, 0.079], [0.181, 0.112, -0.017], [-0.051, 0.071, 0.158], [-0.093, -0.062, 0.076], [-0.117, -0.307, -0.064], [-0.183, 0.117, 0.086], [-0.350, 0.201, 0.100], [0.148, 0.019, 0.093], [0.023, -0.060, 0.119], [-0.040, 0.192, 0.033], [-0.123, -0.106, -0.046], [0.039, 0.165, 0.147], [-0.007, -0.006, -0.109], [0.160, 0.132, 0.131], [0.185, 0.020, -0.165], [-0.084, -0.123, -0.056], [-0.012, -0.054, 0.136], [0.147, -0.095, -0.121], [0.029, -0.083, -0.107], [-0.182, -0.022, -0.113], [0.177, 0.071, -0.005], [0.170, 0.046, 0.133], [-0.163, 0.120, -0.023], [-0.297, 0.216, -0.020], [0.012, 0.027, -0.144], [0.150, -0.127, -0.061], [0.027, 0.294, -0.110], [-0.089, 0.195, -0.366], [-0.039, -0.075, 0.169], [-0.056, 0.092, 0.055], [0.126, 0.025, 0.077], [0.097, 0.222, -0.042], [-0.086, -0.105, 0.064], [0.173, -0.089, -0.072], [0.022, -0.068, -0.130], [0.127, 0.053, 0.035], [-0.113, -0.078, -0.042], [0.107, -0.022, -0.033], [0.021, 0.098, 0.018], [-0.090, -0.011, 0.069], [-0.047, -0.147, -0.078], [0.038, 0.000, 0.256], [-0.073, 0.110, -0.078], [-0.002, -0.180, -0.098], [0.055, -0.104, -0.034], [0.003, 0.015, 0.024], [-0.025, 0.017, -0.084], [-0.005, 0.033, -0.078], [0.016, -0.020, -0.008], [-0.009, 0.062, 0.055], [0.020, 0.043, 0.058], [0.015, 0.021, -0.031], [-0.012, 0.012, 0.001], [-0.051, 0.156, -0.070], [0.011, 0.011, 0.161], [0.010, -0.078, -0.102], [0.035, -0.125, -0.089], [0.198, 0.356, 0.136], [0.019, -0.040, 0.037], [0.004, -0.040, 0.039], [-0.002, -0.015, -0.020], [-0.001, 0.039, 0.004], [-0.020, 0.033, 0.001], [0.005, -0.020, 0.027], [-0.005, 0.003, 0.007], [0.018, 0.189, -0.014], [0.140, -0.089, -0.002], [-0.129, -0.013, 0.008], [-0.131, -0.024, 0.005], [0.070, 0.018, -0.081], [0.013, -0.059, -0.006], [0.014, -0.059, 0.012], [-0.025, -0.002, 0.002], [0.021, 0.031, -0.012], [0.023, 0.032, 0.006], [0.012, -0.030, 0.001], [0.017, -0.004, -0.003], [-0.052, -0.099, -0.142], [0.112, -0.057, 0.078], [-0.088, 0.119, 0.000], [-0.086, 0.050, 0.025], [0.024, 0.014, -0.030], [0.021, 0.011, 0.055], [0.034, 0.019, 0.043], [-0.014, 0.019, -0.002], [0.012, -0.043, -0.012], [0.013, -0.034, -0.029], [0.016, 0.002, 0.024], [0.016, -0.008, 0.001]], "mulliken_charge": [0.554, 0.060, -0.801, -1.101, 0.587, -0.875, 1.157, -1.954, 2.577, 0.396, -0.984, -0.127, -0.669, -2.338, -0.003, -1.360, -0.206, -0.287, -0.971, 0.509, -1.119, 0.649, -1.259, 0.527, -1.047, -0.784, -1.074, 0.817, -0.377, -0.490, 0.718, -0.692, -0.643, -0.938, -0.734, -0.532, 0.295, -1.483, 0.461, 0.827, -0.537, -0.013, 0.451, 0.306, 0.394, -0.794, 0.725, 0.446, 0.193, 0.395, 0.646, -1.117, 0.569, 0.288, 0.481, -0.402, 0.341, 0.536, 0.576, 0.684, 0.257, 0.535, 0.301, 0.345, 0.343, 0.817, -0.863, 0.262, 0.563, -0.840, 0.623, 0.352, 0.506, 0.020, -0.211, 0.501, 0.421, 0.473, 0.462, 0.410, 0.364, -0.705, 0.330, 0.288, 0.268, 0.092, 0.928, 0.464, 0.496, 0.696, -0.965, 0.221, -0.877, 0.076, -0.592, 0.424, 0.298, 0.272, 0.174, 0.295, 0.369, 0.265, -0.959, 0.199, -0.923, 0.272, -0.635, 0.357, 0.340, 0.308, 0.220, 0.300, 0.400, 0.157, -0.909, 0.126, -0.952, 0.168, -0.630, 0.341, 0.340, 0.291, 0.278, 0.291, 0.389, 0.295, -0.922, 0.134, -0.926, 0.116, -0.523, 0.329, 0.330, 0.294, 0.265, 0.305, 0.395, 0.227], "max_force_ev_per_a": 1.07, "gap_ev": 9.27, "e_homo_ev": -8.9085, "energy_ha": -5099.167931, "smiles": "CCCCC[C@H](OC[C@@](CCCO)(C[C@H](C)Br)OCCCCCCCCCCOC)c1ccccn1.CN(C)C=O.CN(C)C=O.CN(C)C=O.CN(C)C=O"}


{"formula": "C4H9N2O", "method": "the ωB97M-V functional and the def2-TZVPD basis", "species": ["C", "N", "C", "C", "C", "N", "O", "H", "H", "H", "H", "H", "H", "H", "H", "H"], "positions_angstrom": [[1.383676, 0.612719, -2.015885], [0.198883, 0.610952, -1.362889], [-0.705160, 0.394495, -0.629039], [-0.670450, 0.112709, 1.056882], [-1.069198, -1.361817, 1.112580], [0.559934, 0.599056, 1.350433], [1.591052, 0.300992, 0.756744], [1.771299, -0.387310, -1.738594], [1.903456, 1.493463, -1.713166], [1.082062, 0.669500, -3.184452], [-1.750823, 0.162731, -0.829521], [-1.564975, 0.688188, 1.530057], [-1.969218, -1.562350, 0.413824], [-1.347349, -1.649486, 2.206352], [-0.211396, -2.006503, 0.970924], [0.798206, 1.322661, 2.075749]], "atomic_forces_ev_per_a": [[-0.057, -0.779, -3.954], [-2.389, -0.248, 1.995], [-1.176, -0.160, -0.075], [-2.813, 0.626, 0.175], [-0.733, -0.970, 1.566], [2.020, 1.024, 2.505], [-0.355, -0.865, -0.826], [0.840, 0.837, -0.552], [1.114, 0.227, -0.064], [1.319, -0.190, 2.416], [-0.169, 0.380, -0.424], [2.067, -0.438, -0.619], [1.651, 0.181, 1.176], [0.021, 0.836, -1.869], [0.048, -0.210, -0.845], [-1.391, -0.253, -0.605]], "nbo_charge": [-0.433, -0.207, 0.226, -0.144, -0.633, 0.021, -0.269, 0.265, 0.253, 0.240, 0.232, 0.269, 0.251, 0.265, 0.250, 0.414], "total_charge": 1, "max_force_ev_per_a": 4.03, "gap_ev": [7.18, 8.41], "e_homo_ev": [-13.5842, -13.8601], "energy_ha": -342.107883, "smiles": "C/N=C\\[C@@H](C)[NH+]=O", "relative_energy_kcal_mol": 156.5}


{"formula": "C2H4N4O2", "method": "the ωB97M-V functional and the def2-TZVPD basis", "species": ["H", "N", "C", "N", "C", "O", "O", "N", "N", "H", "H", "H"], "positions_angstrom": [[1.434047, -0.393873, -1.377404], [1.306434, -1.060817, -0.584499], [0.414132, -0.538107, 0.118236], [-0.251472, -0.998942, 1.319039], [-1.332886, -0.205952, 1.464049], [-2.076926, -0.072500, 2.497951], [-1.411745, 0.627652, 0.297059], [-0.000372, 0.690352, -0.109489], [0.139978, 1.241170, -1.566982], [0.292442, -1.713349, 1.749092], [0.227739, 0.672253, -2.312392], [1.258629, 1.752113, -1.494660]], "atomic_forces_ev_per_a": [[0.438, -1.146, 0.873], [0.718, -0.961, -0.523], [1.191, -2.715, 0.827], [1.916, 0.999, -3.908], [-3.325, 1.720, 4.829], [2.976, -0.771, -5.315], [0.417, -0.401, 1.540], [-2.430, 4.070, -3.671], [3.589, 5.169, 6.715], [-0.738, -0.454, 1.340], [-0.130, -3.730, -2.565], [-4.620, -1.780, -0.144]], "nbo_charge": [0.340, -0.674, 0.509, -0.637, 0.864, -0.571, -0.351, -0.024, -0.629, 0.456, 0.346, 0.372], "max_force_ev_per_a": 9.20, "gap_ev": 10.59, "e_homo_ev": -10.3276, "energy_ha": -447.961162, "smiles": "[H]/N=c1/[nH]c(=O)on1N", "relative_energy_kcal_mol": 88.6}


{"formula": "C4H8O3S2", "method": "the ωB97M-V functional and the def2-TZVPD basis", "species": ["C", "C", "C", "C", "O", "O", "O", "S", "S", "H", "H", "H", "H", "H", "H", "H", "H"], "positions_angstrom": [[1.858708, 0.131726, 0.027846], [0.684631, 0.335720, -0.945878], [-0.579008, -0.634355, -0.666375], [-1.485034, -0.051497, 0.487441], [1.620723, 0.653852, 1.297832], [0.034659, 1.676075, -1.091982], [-1.180051, 0.208401, 1.622787], [-0.171471, -2.339146, -0.175766], [-3.143382, -0.110676, -0.064902], [2.283766, -0.907719, -0.036270], [2.657832, 0.730500, -0.327633], [1.047979, -0.143989, -1.868549], [-1.247579, -0.761822, -1.552097], [0.584670, 2.356549, -0.709078], [0.040249, -1.899215, 1.125629], [0.587745, 0.464310, 1.598095], [-3.594442, 0.291290, 1.278903]], "atomic_forces_ev_per_a": [[-0.814, 0.777, 0.046], [-1.749, -0.832, -0.005], [-1.367, 2.267, 1.176], [0.147, -0.599, -4.209], [-3.394, -0.957, 1.512], [1.395, -2.725, -0.274], [1.757, -0.023, 2.402], [0.442, -0.919, 0.527], [-1.581, 0.664, 2.467], [-0.871, 0.373, 0.236], [0.996, 0.636, -0.729], [-0.081, 1.060, -0.420], [0.952, 0.292, 0.423], [0.505, 0.128, 0.356], [0.096, 0.039, -0.189], [3.114, 0.543, -0.940], [0.451, -0.723, -2.378]], "nbo_charge": [-0.102, 0.096, -0.513, 0.249, -0.751, -0.705, -0.647, 0.364, -0.025, 0.168, 0.189, 0.185, 0.250, 0.487, 0.076, 0.505, 0.174], "max_force_ev_per_a": 4.25, "multiplicity": 3, "gap_ev": [5.42, 5.55], "e_homo_ev": [-5.0610, -9.5814], "energy_ha": -1179.085494, "relative_energy_kcal_mol": 18.5}